68
Properties=species:S:1:pos:R:3 method="wB97M-V/def2-TZVPD" charge=0 e_lumo_ev=-0.17 orbital_gap_ha=0.398
Na 11.535 -3.356 16.039
P 11.640 -5.279 12.732
F 12.749 -6.403 13.098
F 10.442 -6.300 13.172
F 11.676 -4.789 14.311
F 10.553 -4.122 12.421
F 12.819 -4.242 12.398
F 11.554 -5.806 11.230
C 8.245 -3.734 19.801
O 9.022 -3.287 18.694
C 9.767 -2.196 18.758
O 10.598 -1.919 17.936
O 9.437 -1.442 19.820
C 10.267 -0.359 20.164
H 8.844 -4.176 20.596
H 7.561 -4.478 19.401
H 7.646 -2.929 20.222
H 10.843 -0.572 21.064
H 9.677 0.537 20.370
H 10.925 -0.067 19.351
C 11.202 -1.071 12.787
O 11.258 0.069 13.661
C 11.825 -0.116 14.840
O 12.274 -1.154 15.256
O 11.828 1.041 15.492
C 12.509 1.019 16.738
H 12.087 -1.110 12.153
H 10.329 -0.927 12.162
H 11.146 -1.985 13.363
H 12.086 0.285 17.417
H 12.358 1.989 17.214
H 13.575 0.891 16.565
C 15.432 -4.271 13.902
O 15.967 -4.261 15.242
C 15.122 -4.026 16.217
O 13.936 -3.872 16.100
O 15.782 -4.013 17.379
C 14.973 -4.019 18.524
H 14.674 -5.042 13.783
H 16.286 -4.483 13.270
H 15.003 -3.298 13.676
H 14.416 -4.953 18.630
H 14.290 -3.171 18.601
H 15.627 -3.964 19.397
C 8.608 -5.681 16.330
O 7.665 -4.918 15.589
C 8.078 -3.740 15.146
O 9.014 -3.087 15.547
O 7.282 -3.360 14.159
C 7.600 -2.106 13.566
H 9.296 -6.159 15.638
H 8.049 -6.366 16.963
H 9.159 -5.049 17.027
H 6.759 -1.860 12.928
H 8.523 -2.213 12.999
H 7.713 -1.331 14.324
C 11.704 -5.249 20.003
O 11.895 -6.440 19.272
C 11.910 -6.347 17.942
O 11.549 -5.388 17.294
O 12.350 -7.465 17.439
C 12.450 -7.483 15.984
H 12.575 -5.050 20.624
H 10.820 -5.384 20.631
H 11.521 -4.374 19.379
H 13.181 -6.747 15.666
H 11.486 -7.256 15.542
H 12.772 -8.486 15.735


16
Properties=species:S:1:pos:R:3 method="wB97M-V/def2-TZVPD" charge=0 e_lumo_ev="0.61 / 0.61" orbital_gap_ha="0.299 / 0.299"
C 0.525 1.216 0.174
C 0.170 1.272 -1.360
C 0.400 -0.024 -0.670
C 0.967 -1.260 -1.134
N -1.581 -0.414 2.451
O -1.250 -0.883 -0.018
S -2.163 -0.081 0.879
H 1.600 1.526 0.575
H -0.152 1.399 0.888
H -0.645 1.618 -1.790
H 1.071 1.544 -1.907
H 1.194 -1.979 -0.249
H 1.946 -1.212 -1.688
H 0.299 -1.798 -1.807
H -0.927 0.287 2.760
H -1.452 -1.212 2.895


52
Properties=species:S:1:pos:R:3 method="wB97M-V/def2-TZVPD" charge=+1 e_lumo_ev=-3.15 orbital_gap_ha=0.281
O -4.368 -2.684 -1.551
O 3.643 6.457 1.898
O -0.714 -5.820 -3.073
O 0.527 1.492 1.143
C -3.415 -3.397 -1.820
C 4.140 5.411 2.303
C -1.161 -4.784 -3.546
C -0.747 -0.484 0.740
C 1.404 -0.171 -0.374
C -0.902 -1.720 0.086
C 1.235 -1.404 -1.040
C 0.408 0.293 0.512
C 0.076 -2.178 -0.818
N -1.810 -4.840 -4.715
N -2.354 -2.854 -2.419
C -3.462 -4.868 -1.450
C -2.456 -3.743 -5.438
C -0.123 -3.505 -1.541
C 1.375 3.553 4.264
C 1.203 4.623 2.112
C 1.605 5.949 4.094
C 3.375 4.456 3.248
C -1.053 -3.448 -2.774
N 1.898 4.656 3.424
H -0.331 1.724 1.501
H 5.152 5.161 2.000
H -1.515 -0.144 1.417
H 2.284 0.428 -0.550
H -1.785 -2.317 0.274
H 1.994 -1.757 -1.724
H -1.859 -5.762 -5.123
H -2.456 -1.867 -2.593
H -2.564 -5.157 -0.911
H -4.329 -5.041 -0.814
H -3.561 -5.466 -2.353
H -1.777 -2.895 -5.540
H -3.358 -3.426 -4.911
H -2.743 -4.081 -6.436
H 0.851 -3.875 -1.865
H -0.513 -4.230 -0.827
H 1.873 3.534 5.241
H 0.299 3.666 4.436
H 1.541 2.582 3.781
H 0.116 4.669 2.242
H 1.501 5.476 1.490
H 1.443 3.705 1.563
H 2.108 6.013 5.066
H 0.528 6.070 4.260
H 1.944 6.794 3.482
H 3.548 3.442 2.872
H 3.863 4.521 4.226
H -0.579 -2.756 -3.470


E_tot (computed, hartree): -2821.37900 -685.82447 -1129.56637
Energy above the lowest of the compared OMol25 structures with the same formula, charge and spin (computed, kJ/mol): 0.00 510.61 0.00